{"formula": "C43H86CuKN6O23", "method": "ωB97M-V with the def2-TZVPD basis set", "elements": ["K", "Cu", "C", "C", "N", "C", "C", "N", "C", "C", "H", "H", "H", "H", "H", "H", "H", "H", "H", "H", "H", "N", "O", "O", "O", "C", "C", "C", "O", "C", "C", "C", "O", "O", "O", "H", "H", "C", "C", "O", "C", "O", "O", "C", "H", "H", "H", "H", "H", "H", "H", "H", "C", "C", "O", "C", "O", "O", "C", "H", "H", "H", "H", "H", "H", "H", "H", "C", "C", "O", "C", "O", "O", "C", "H", "H", "H", "H", "H", "H", "H", "H", "C", "O", "C", "C", "N", "C", "C", "O", "C", "H", "H", "H", "H", "H", "H", "H", "H", "H", "H", "H", "H", "H", "H", "H", "C", "O", "C", "C", "N", "C", "C", "O", "C", "H", "H", "H", "H", "H", "H", "H", "H", "H", "H", "H", "H", "H", "H", "H", "C", "O", "C", "C", "N", "C", "C", "O", "C", "H", "H", "H", "H", "H", "H", "H", "H", "H", "H", "H", "H", "H", "H", "H", "C", "O", "H", "H", "H", "H"], "coordinates": [[-2.2844, 8.3890, -1.9587], [0.4926, -4.5990, -0.2583], [0.8510, -2.8906, 6.3393], [2.2495, -2.4742, 6.7698], [3.2977, -2.2619, 5.7769], [3.9559, -3.2488, 5.1101], [4.8302, -2.6387, 4.1119], [4.8292, -1.2821, 4.3369], [3.8366, -1.0623, 5.3297], [5.5803, -0.2875, 3.4988], [0.4243, -2.0658, 5.7685], [0.2056, -2.9976, 7.2111], [0.7490, -3.7248, 5.6452], [2.6939, -3.2966, 7.3304], [2.1894, -1.6674, 7.5003], [3.7424, -4.2953, 5.2701], [5.5091, -3.0575, 3.3838], [3.6190, -0.0884, 5.7427], [6.0529, -0.5904, 2.5644], [6.2758, 0.1612, 4.2080], [4.9880, 0.6216, 3.3950], [5.1143, -3.6513, -1.6060], [3.9529, -3.5179, -1.2924], [5.9603, -2.8042, -1.2696], [5.5081, -4.7014, -2.1258], [0.4482, 1.2387, 0.7649], [0.0035, 2.3030, 0.0474], [-0.9744, 2.1446, -1.1212], [-1.5382, 3.0870, -1.7615], [-1.3872, 0.9540, -1.5551], [-0.7457, -0.1945, -1.0289], [0.1192, -0.1001, 0.3105], [0.2681, -1.1009, 0.9981], [-0.8580, -1.3317, -1.5346], [0.4042, 3.4315, 0.5051], [1.1410, 1.4694, 1.5606], [-1.9748, 0.7674, -2.4417], [3.4410, -2.8118, -11.1486], [2.1207, -3.2072, -10.4966], [1.3346, -2.1325, -10.0046], [0.2807, -2.4011, -9.2590], [-0.2092, -3.5590, -9.0064], [-0.0884, -1.2573, -8.6594], [-1.2318, -1.3053, -7.8263], [3.3838, -2.2986, -12.1084], [3.9599, -3.7388, -11.3927], [4.1500, -2.2502, -10.5402], [2.2533, -4.0270, -9.7905], [1.5492, -3.6456, -11.3147], [-1.3399, -0.2654, -7.5179], [-0.9930, -1.8307, -6.9017], [-2.2000, -1.6098, -8.2237], [4.1675, 0.1726, -5.2162], [5.3101, -0.2477, -6.0908], [6.4108, 0.7488, -5.9426], [7.3863, 0.6718, -6.8106], [7.4482, -0.1315, -7.6921], [8.2512, 1.5879, -6.4199], [9.5449, 1.3864, -6.8884], [4.4042, 0.3765, -4.1719], [3.4717, -0.6619, -5.1286], [3.6761, 1.0482, -5.6403], [4.9662, -0.1537, -7.1208], [5.6886, -1.2390, -5.8413], [9.5741, 1.1519, -7.9525], [10.1841, 0.6449, -6.4091], [9.9890, 2.3806, -6.9395], [-8.0382, 0.3441, -2.1882], [-7.5035, -0.5592, -0.9920], [-8.3335, -1.7214, -0.8803], [-9.1372, -1.8831, 0.1645], [-9.1562, -1.2124, 1.1946], [-10.1583, -2.6861, -0.2136], [-11.3160, -2.8466, 0.5762], [-7.3016, 1.1409, -2.2907], [-9.0341, 0.7869, -2.1956], [-7.8431, -0.2696, -3.0677], [-7.4925, 0.0545, -0.0912], [-6.4964, -0.8877, -1.2490], [-11.0309, -2.8414, 1.6282], [-11.8014, -3.8186, 0.4880], [-12.0089, -2.0629, 0.2700], [-3.1140, -3.4475, 11.3136], [-1.9966, -2.6311, 11.8589], [-2.4417, -1.3822, 12.3737], [-2.3792, -0.2978, 11.3281], [-2.8078, 0.9443, 11.9650], [-2.4725, 2.2080, 11.2108], [-2.8427, 2.4334, 9.7319], [-2.1550, 1.6419, 8.7835], [-2.5586, 1.8041, 7.3594], [-3.4109, -2.9517, 10.3894], [-3.8198, -3.4629, 12.1442], [-2.7918, -4.4373, 10.9904], [-1.7236, -1.0715, 13.1325], [-3.2870, -1.4925, 13.0529], [-2.8886, -0.5587, 10.4005], [-1.3278, -0.1847, 11.0637], [-3.7657, 0.8187, 12.2596], [-1.3851, 2.2287, 11.1385], [-2.7815, 3.0626, 11.8127], [-2.5101, 3.4261, 9.4283], [-3.9289, 2.3986, 9.6479], [-3.3742, 2.5254, 7.3084], [-3.1157, 0.9395, 6.9986], [-1.7315, 2.1014, 6.7147], [-1.5405, 11.4735, 0.2706], [-0.3601, 10.6896, 0.3642], [0.7363, 11.1075, -0.4260], [1.9038, 10.0037, -0.4048], [1.4576, 8.8802, -1.1685], [2.3594, 8.6584, -2.3307], [1.8437, 7.7075, -3.4288], [0.9818, 8.3188, -4.3313], [0.6273, 7.4920, -5.4372], [-2.3882, 11.1437, 0.8712], [-1.9799, 11.4776, -0.7269], [-1.3498, 12.5338, 0.4360], [1.0172, 12.1063, -0.0917], [0.5430, 11.2992, -1.4815], [2.1989, 9.6115, 0.5685], [2.8049, 10.4097, -0.8644], [1.2710, 8.0836, -0.5763], [3.3658, 8.3960, -2.0043], [2.4623, 9.5351, -2.9701], [1.2736, 6.9299, -2.9204], [2.7435, 7.3113, -3.8993], [1.4523, 7.1753, -6.0753], [-0.1735, 8.0359, -5.9382], [0.1967, 6.5549, -5.0843], [0.0241, -10.3634, -5.3720], [0.3535, -9.2147, -4.6604], [-0.2981, -8.0174, -5.0415], [-0.0906, -6.7883, -4.0860], [-0.5209, -7.1067, -2.7045], [-1.9672, -7.3574, -2.6742], [-2.5767, -7.3841, -1.1988], [-2.2980, -6.1267, -0.5639], [-3.2346, -5.6385, 0.3121], [-0.9913, -10.7546, -5.4355], [0.4898, -11.1638, -4.7969], [0.2579, -10.3594, -6.4366], [-1.3515, -8.2190, -5.2360], [0.1414, -7.6944, -5.9852], [-0.5517, -5.8782, -4.4699], [0.9757, -6.6739, -4.2809], [-0.1263, -8.0344, -2.6435], [-2.3157, -8.3271, -3.0298], [-2.4726, -6.5268, -3.1668], [-2.2006, -8.2063, -0.5900], [-3.6608, -7.4424, -1.2959], [-4.2104, -5.3727, -0.0945], [-2.8332, -4.7133, 0.7255], [-3.3845, -6.3093, 1.1580], [2.7739, 6.4204, 4.8493], [3.0997, 5.0457, 4.7112], [3.5755, 6.9674, 5.3458], [2.4050, 6.9174, 3.9521], [1.9881, 6.4551, 5.6038], [2.4014, 4.7473, 4.1239]], "forces_ev_per_angstrom": [[0.521, 0.038, 0.084], [-0.144, 0.225, -0.648], [-0.270, 1.241, -1.202], [0.318, -1.460, 1.505], [2.100, 2.868, -2.268], [1.673, 0.804, -3.107], [-1.348, -0.787, 2.995], [-3.203, -1.254, 1.053], [1.141, -0.938, -1.071], [-0.305, 1.652, 2.301], [-0.175, 0.206, 0.013], [0.275, -0.271, 0.029], [0.446, -0.335, 0.432], [-0.203, -0.102, 0.352], [0.204, 0.337, -0.486], [0.008, 0.148, -0.067], [-0.224, -0.239, 0.086], [-0.162, -0.136, -0.118], [-0.467, -0.658, 0.350], [0.892, -0.570, -0.258], [-0.719, -0.494, -0.752], [2.875, -1.117, 0.709], [-3.351, 0.652, 0.547], [0.150, 1.021, -0.034], [-0.104, -0.620, -0.873], [-0.174, -2.746, -1.459], [2.066, 3.548, 2.739], [-1.760, 1.787, -1.540], [0.985, 1.238, 0.940], [0.630, -2.705, -0.077], [0.730, -3.263, 0.320], [-0.982, 1.145, 0.853], [0.389, -0.568, -0.490], [0.080, 1.705, 0.746], [-1.571, -0.667, -2.094], [-0.171, -0.358, 0.132], [-0.181, 0.456, 0.063], [0.525, 0.185, 0.205], [-0.036, -1.098, -1.692], [0.269, 0.577, 0.316], [-1.107, -3.933, 1.989], [1.701, 4.556, -1.271], [-0.340, -0.809, -1.230], [-0.028, 1.021, 1.465], [-0.555, 0.200, 0.136], [-0.087, -0.212, 0.123], [-0.271, 0.064, 0.319], [-0.050, 0.477, 0.489], [-0.237, -0.230, 0.036], [-0.125, 0.059, -0.074], [-0.140, -0.431, -0.203], [0.495, -0.430, -0.574], [-0.287, -0.004, 0.625], [0.649, 1.167, -0.125], [-2.318, -0.695, 0.857], [-0.988, -0.826, 0.954], [0.693, -0.141, -0.930], [0.686, 0.064, 0.131], [1.588, 1.218, -2.137], [0.500, 0.126, -0.105], [-0.225, 0.039, -0.388], [-0.136, -0.071, 0.091], [0.286, -0.553, -0.080], [0.113, 0.142, -0.208], [-0.475, -0.521, -0.089], [-0.469, 0.116, 0.630], [0.374, -0.085, 0.796], [1.817, -1.160, 0.335], [-1.165, 1.636, -0.820], [0.272, -0.692, 0.105], [-2.348, 2.404, 1.178], [0.676, -1.432, -1.368], [1.440, -0.972, -1.012], [0.074, 0.261, 1.191], [-0.059, 0.291, 0.147], [0.018, -0.475, 0.480], [-0.618, 0.083, -0.278], [-0.046, -0.518, 0.254], [-0.139, -0.051, 0.112], [-0.227, 0.718, 0.094], [0.429, -0.088, -0.920], [-0.108, -0.009, 0.502], [1.556, 1.672, 0.527], [-0.775, -1.196, -0.464], [1.390, -0.622, 0.657], [-0.138, 0.510, 0.286], [0.316, 0.832, -1.263], [0.710, -1.493, -0.166], [-0.625, 0.807, -0.252], [0.032, -1.432, -1.520], [-1.060, 0.290, 2.049], [-0.801, 0.101, 0.212], [-0.580, -0.345, -0.614], [0.389, 0.043, 0.613], [0.561, -0.154, -0.092], [-1.039, 0.068, -0.775], [-0.340, -0.006, -0.100], [0.084, -0.040, -0.079], [-0.236, 0.650, -0.198], [0.291, -0.024, 0.610], [-0.150, -0.027, -0.193], [-0.404, 0.719, 0.732], [-0.277, -0.275, -0.438], [0.333, 0.715, 0.034], [0.738, -0.626, 0.090], [0.041, -0.182, 0.311], [0.217, 0.533, -0.873], [-0.961, -0.771, -0.099], [1.550, -0.034, 0.501], [-1.416, 1.260, 0.543], [-0.218, -0.280, -2.053], [-0.994, -0.356, -0.770], [0.407, -0.732, 1.806], [-0.124, 0.726, -0.660], [-0.602, -0.120, 0.770], [0.698, -0.333, 0.707], [0.235, -0.226, -0.754], [0.121, 0.077, 0.463], [0.583, 0.027, 0.493], [-0.671, -0.565, -0.333], [-0.251, 0.771, 0.447], [-0.107, 0.349, 0.103], [0.526, -0.280, -0.365], [0.079, -0.330, -0.053], [-0.058, 0.839, 0.780], [0.219, -0.757, -0.066], [-0.124, -0.312, -0.335], [0.199, 0.591, -0.127], [0.393, -0.063, -0.434], [-0.173, -0.232, 0.246], [-0.048, -1.407, -0.101], [-0.405, 1.047, 1.128], [-0.686, 0.849, -1.172], [0.222, -1.846, -0.930], [0.190, -0.273, -0.676], [-0.936, 0.485, 2.438], [0.592, 1.405, -1.122], [1.336, -0.375, -1.153], [-0.468, 0.548, 1.413], [-0.974, 1.000, 0.719], [0.598, -0.078, -0.582], [0.930, 0.263, -0.013], [-0.245, -0.076, 0.090], [-0.103, 0.066, -0.384], [-0.332, -0.257, -0.077], [0.330, 0.513, 1.376], [0.508, -0.266, 0.857], [0.302, -0.033, -0.775], [-0.083, -0.189, -0.237], [0.090, -0.092, -0.008], [-0.105, -0.371, -0.094], [-0.099, -0.259, -0.502], [0.033, 0.096, 0.011], [-0.174, -0.228, 0.155], [-0.471, 0.126, 1.662], [0.072, 0.332, -0.786], [0.369, -0.110, -0.589], [0.369, -0.102, -0.182], [-0.475, 0.367, -0.055], [0.124, -0.659, -0.080]], "lowdin_spin": [0.0003, 0.0006, 0.0000, 0.0000, 0.0000, 0.0000, 0.0000, 0.0000, 0.0000, 0.0000, 0.0000, 0.0000, 0.0000, 0.0000, 0.0000, 0.0000, 0.0000, 0.0000, 0.0000, 0.0000, 0.0000, 0.0000, 0.0000, 0.0000, 0.0000, 0.0190, 0.0720, 0.0986, 0.5665, 0.0360, 0.0028, -0.0012, -0.0007, 0.0015, 0.2067, -0.0003, -0.0019, 0.0000, 0.0000, 0.0000, 0.0000, 0.0000, 0.0000, 0.0000, 0.0000, 0.0000, 0.0000, 0.0000, 0.0000, 0.0000, 0.0000, 0.0000, 0.0000, 0.0000, 0.0000, 0.0000, 0.0000, 0.0000, 0.0000, 0.0000, 0.0000, 0.0000, 0.0000, 0.0000, 0.0000, 0.0000, 0.0000, 0.0000, 0.0000, 0.0000, 0.0000, 0.0000, 0.0000, 0.0000, 0.0000, 0.0000, 0.0000, 0.0000, 0.0000, 0.0000, 0.0000, 0.0000, 0.0000, 0.0000, 0.0000, 0.0000, 0.0000, 0.0000, 0.0000, 0.0000, 0.0000, 0.0000, 0.0000, 0.0000, 0.0000, 0.0000, 0.0000, 0.0000, 0.0000, 0.0000, 0.0000, 0.0000, 0.0000, 0.0000, 0.0000, 0.0000, 0.0000, 0.0000, 0.0000, 0.0000, 0.0000, 0.0000, 0.0000, 0.0000, 0.0000, 0.0000, 0.0000, 0.0000, 0.0000, 0.0000, 0.0000, 0.0000, 0.0000, 0.0000, 0.0000, 0.0000, 0.0000, 0.0000, 0.0000, 0.0000, 0.0000, 0.0000, 0.0000, 0.0000, 0.0000, 0.0000, 0.0000, 0.0000, 0.0000, 0.0000, 0.0000, 0.0000, 0.0000, 0.0000, 0.0000, 0.0000, 0.0000, 0.0000, 0.0000, 0.0000, 0.0000, 0.0000, 0.0000, 0.0000, 0.0000, 0.0000, 0.0000, 0.0000, 0.0000, 0.0000], "s2": 0.760, "molar_mass_da": 1157.8, "gap_ev": [4.16, 3.72], "e_tot_ev": -162956.65660, "total_charge": 1, "homo_ev": [-7.73, -7.73], "e_above_lowest_ev": 14.036, "spin_multiplicity": 2, "lumo_ev": [-3.57, -4.01]}